Record 1
Entry from the OMol25 dataset: C27H51HfN2OP3S as an isolated structure (ωB97M-V/def2-TZVPD).

Last column: Mulliken charge in e.
Cartesian coordinates (Å):
1 Hf 0.60047 0.07517 0.05910  0.461
2 P -1.66700 1.39715 0.43878  0.688
3 P 0.43302 -1.91570 -1.63467  1.120
4 P 0.63727 1.51024 -2.23905  1.111
5 H 1.93846 -1.34085 2.86358  0.448
6 C 2.34991 -0.59269 2.12022  -0.357
7 C 1.91182 0.81216 2.01374  -0.601
8 H 1.03248 1.31598 2.61476  0.532
9 C -2.51625 1.35295 2.06728  -1.330
10 C -3.22744 1.10235 -0.51980  -1.444
11 C -1.57551 3.21856 0.26034  -1.338
12 C 2.09112 -2.48453 -2.13948  -1.321
13 C -0.26904 -3.55484 -1.18962  -1.221
14 C -0.38119 -1.75080 -3.28047  -1.310
15 C 1.05848 3.28893 -1.98137  -1.031
16 C -0.95888 1.72857 -3.16334  -1.566
17 C 1.57924 1.10581 -3.78991  -1.503
18 H 3.36578 -0.97694 1.79297  0.303
19 H 2.62213 1.60085 1.65274  0.435
20 H -1.78752 1.38075 2.88007  0.405
21 H -3.12122 0.44097 2.19832  0.286
22 H -3.17997 2.23022 2.16103  0.644
23 H -3.63461 0.12273 -0.27990  0.486
24 H -3.06274 1.13174 -1.59406  0.435
25 H -3.96953 1.85904 -0.24011  0.490
26 H -0.70836 3.59502 0.80323  0.482
27 H -2.48058 3.67789 0.67166  0.604
28 H -1.47880 3.52939 -0.78064  0.372
29 H 1.94133 -3.30355 -2.85965  0.552
30 H 2.62344 -2.85943 -1.25541  0.467
31 H 2.68348 -1.68143 -2.59012  0.250
32 H 0.05865 -4.29978 -1.94239  0.567
33 H -1.37036 -3.52768 -1.14560  0.409
34 H 0.10345 -3.86308 -0.20293  0.382
35 H -0.38594 -2.74909 -3.74013  0.583
36 H 0.15314 -1.05596 -3.93598  0.291
37 H -1.41671 -1.40993 -3.16497  0.330
38 H 1.20094 3.72237 -2.98772  0.530
39 H 1.96431 3.40364 -1.36509  0.242
40 H 0.22956 3.81480 -1.49784  0.313
41 H -0.68096 2.30308 -4.06031  0.552
42 H -1.69750 2.28533 -2.58080  0.472
43 H -1.35064 0.74523 -3.46247  0.379
44 H 1.97877 2.05858 -4.17354  0.466
45 H 0.90579 0.72631 -4.58368  0.566
46 H 2.37683 0.37279 -3.60455  0.280
47 C 4.87746 1.40924 -1.06988  0.745
48 C 5.88883 1.20612 -2.04861  -0.316
49 C 7.03292 2.02101 -2.07791  -0.699
50 C 7.16396 3.12596 -1.23737  -0.403
51 C 6.14638 3.35357 -0.27419  -0.759
52 C 4.99092 2.54407 -0.23989  -0.198
53 S 3.48117 0.27128 -0.84779  0.286
54 H 2.22643 1.20198 -0.45603  -0.423
55 H 5.75090 0.42221 -2.80579  0.387
56 H 7.85046 1.81827 -2.76806  0.411
57 H 7.99833 3.84328 -1.33054  0.422
58 H 6.23754 4.18786 0.42422  0.403
59 H 4.14791 2.80913 0.42823  0.119
60 C -0.26324 -4.54630 6.90533  -1.199
61 C -1.16789 -3.34357 7.01309  -0.218
62 N -1.76040 -2.95721 5.71685  0.169
63 C -3.13287 -2.39974 5.72135  -0.755
64 C -3.21577 -0.90559 5.47990  -0.582
65 C -0.88341 -2.63541 4.71480  -0.101
66 O 0.32443 -2.48246 4.92546  -0.641
67 C -1.41501 -2.51215 3.27479  -0.565
68 C -2.51298 -3.14851 2.68742  -0.320
69 C -2.84231 -2.80899 1.36895  -1.641
70 C -2.06910 -1.85879 0.69774  -0.817
71 N -0.89878 -1.37973 1.19299  0.916
72 C -0.61556 -1.65084 2.50754  -0.114
73 H -0.82302 -5.38311 6.48554  0.310
74 H 0.06847 -4.81480 7.91329  0.413
75 H 0.59987 -4.30712 6.28764  0.317
76 H -2.03902 -3.56307 7.64271  0.363
77 H -0.64791 -2.46765 7.45332  0.285
78 H -3.71938 -2.97086 4.99443  0.326
79 H -3.51313 -2.64498 6.71600  0.479
80 H -3.03326 -0.66600 4.43395  -0.178
81 H -4.22230 -0.56020 5.73810  0.458
82 H -2.50144 -0.37697 6.12282  0.338
83 H -3.03041 -3.92042 3.25782  0.789
84 H -3.68765 -3.27664 0.86871  0.562
85 H -2.36146 -1.50593 -0.28053  1.112
86 H 0.25521 -1.16659 2.94745  0.410

Total charge = +4
Total energy = -73819.91089 eV
M = 723.197 Da
Maximum force = 3.69 eV Å⁻¹
Orbital gap (alpha / beta) = 0.1326 / 0.1327 Ha
Lowest unoccupied orbital energy (alpha / beta) = -0.528 / -0.528 Eh

***

Record 2
Entry from the OMol25 dataset: C27H51N2O3OsSSb2Si as an isolated structure (ωB97M-V/def2-TZVPD).

Last column: Mulliken charge in e.
Cartesian coordinates (Å):
1 Os 0.48610 1.23196 -1.14224  0.021
2 C -2.23010 3.86367 -0.00994  -1.185
3 Sb -0.15638 3.49430 -0.03758  0.653
4 C 0.75071 4.96304 -1.25428  -1.090
5 C 0.78353 3.63564 1.87878  -1.334
6 C 2.04854 4.42845 1.71327  0.691
7 C 1.99041 5.81480 1.83980  -0.589
8 C 3.11000 6.60334 1.63335  -0.687
9 C 4.31430 6.00484 1.29123  -0.760
10 C 4.38706 4.62636 1.18135  -0.677
11 C 3.26809 3.81756 1.38873  0.818
12 C 3.45525 2.32748 1.32587  -1.514
13 Sb 3.07787 1.39831 -0.56574  0.512
14 C 4.00262 -0.49271 -0.41418  -1.229
15 C 4.32447 2.47315 -1.89997  -1.394
16 H -2.68570 3.46083 -0.91084  0.367
17 H -2.37962 4.94245 0.02706  0.444
18 H -2.66962 3.40871 0.87501  0.397
19 H 0.52282 5.93244 -0.81195  0.474
20 H 0.34806 4.91060 -2.26321  0.456
21 H 1.83001 4.82471 -1.24706  0.237
22 H 0.96052 2.60807 2.19148  0.292
23 H 0.08135 4.08134 2.58184  0.731
24 H 1.05498 6.28298 2.12674  0.481
25 H 3.04591 7.67592 1.75377  0.453
26 H 5.19977 6.60614 1.13863  0.457
27 H 5.34277 4.16339 0.96354  0.423
28 H 2.87566 1.77273 2.06371  0.667
29 H 4.50487 2.08480 1.50385  0.736
30 H 5.07642 -0.32603 -0.33786  0.523
31 H 3.78570 -1.08965 -1.29685  0.423
32 H 3.64935 -1.00044 0.47929  0.351
33 H 5.34067 2.39002 -1.51471  0.467
34 H 4.04458 3.52424 -1.93039  0.418
35 H 4.29651 2.03093 -2.89253  0.518
36 C 0.49984 -3.57947 2.82650  -1.460
37 C 0.70871 -4.03441 1.39664  1.454
38 C 0.61590 -5.53984 1.25563  -1.782
39 C 1.98815 -3.47614 0.80664  -1.398
40 O -0.37339 -3.48823 0.52888  0.822
41 Si -1.65417 -2.59872 0.65734  -1.285
42 S -0.56095 -0.03503 0.13873  0.194
43 O -2.13042 -1.97575 2.02078  0.472
44 C -3.45529 -2.12118 2.72618  1.376
45 C -4.42323 -1.16074 2.06743  -1.397
46 C -3.88085 -3.56916 2.57516  -1.341
47 C -3.16190 -1.75531 4.16410  -1.601
48 O -2.61613 -2.48381 -0.57864  0.263
49 C -2.79017 -3.05719 -1.93282  1.513
50 C -4.28912 -3.19349 -2.11350  -1.637
51 C -2.08273 -4.39418 -2.02287  -1.549
52 C -2.19782 -2.03282 -2.88777  -1.601
53 H 1.30933 -3.96937 3.44300  0.571
54 H -0.43858 -3.95807 3.23175  0.289
55 H 0.50386 -2.49068 2.90596  0.277
56 H 1.41643 -6.00929 1.82697  0.465
57 H 0.71667 -5.83961 0.21337  0.336
58 H -0.33441 -5.90850 1.64186  0.403
59 H 2.84358 -3.81046 1.39302  0.539
60 H 1.95319 -2.38448 0.82804  0.032
61 H 2.11973 -3.81185 -0.22168  0.417
62 H -4.56507 -1.40361 1.01386  0.146
63 H -4.06681 -0.13432 2.15909  0.326
64 H -5.39160 -1.22633 2.56323  0.491
65 H -4.05702 -3.82264 1.52443  0.211
66 H -4.81847 -3.74069 3.10334  0.527
67 H -3.13412 -4.24261 2.99871  0.346
68 H -2.79367 -0.73239 4.23478  0.345
69 H -2.42422 -2.43068 4.59597  0.349
70 H -4.07749 -1.82978 4.75048  0.441
71 H -4.69875 -3.90620 -1.39845  0.394
72 H -4.50765 -3.56030 -3.11605  0.448
73 H -4.78648 -2.23328 -1.97865  0.366
74 H -2.47597 -5.08997 -1.28051  0.409
75 H -1.00715 -4.29200 -1.88184  0.270
76 H -2.26056 -4.82863 -3.00636  0.494
77 H -2.71045 -1.07626 -2.74749  0.305
78 H -2.34377 -2.36061 -3.91697  0.444
79 H -1.12418 -1.92119 -2.70897  0.407
80 N -0.57492 0.99004 -3.93618  0.002
81 C -0.36264 1.23579 -5.23117  -0.074
82 C 0.89936 1.79145 -5.35202  -0.970
83 C 1.40508 1.82224 -4.06398  -0.168
84 N 0.50320 1.33410 -3.18936  0.017
85 H -1.38365 0.56303 -3.50692  0.251
86 H -1.10676 0.99951 -5.97462  0.500
87 H 1.38290 2.11664 -6.25625  0.439
88 H 2.35720 2.18207 -3.71682  0.364

Total charge = +3
Total energy = -72182.37781 eV
M = 945.619 Da
Maximum force = 0.54 eV Å⁻¹
Orbital gap (alpha / beta) = 0.2107 / 0.2122 Ha
Lowest unoccupied orbital energy (alpha / beta) = -0.382 / -0.380 Eh